C19H29F6N3O25PS6 | the ωB97M-V functional and the def2-TZVPD basis

Geometry (Å):
N (-0.0495, -1.0354, -2.0191)
P (0.2434, 0.2334, -2.9805)
C (-0.9997, 1.7078, -2.7034)
C (-2.3866, 1.1603, -3.3811)
O (-2.3718, -0.1243, -3.8299)
C (-3.8001, 1.9764, -3.5302)
F (-3.6626, 3.4477, -3.6745)
F (-4.4177, 1.4991, -4.8241)
C (-4.8437, 1.7290, -2.2670)
F (-5.3522, 3.0742, -1.8441)
F (-4.2015, 1.1022, -1.0826)
C (-6.1574, 0.8255, -2.6472)
F (-5.8367, -0.5819, -3.0552)
F (-7.0972, 1.5037, -3.6145)
C (-7.0528, 0.6698, -1.2432)
O (-7.0371, -0.4343, -0.4748)
O (-7.9672, 1.7812, -0.8185)
C (-0.9298, 2.0431, -1.1010)
N (-0.1968, 3.3931, -0.9527)
C (0.2309, 3.9752, -2.1523)
O (0.9353, 5.2668, -2.1637)
N (0.1773, 6.1130, -1.4115)
O (-0.9048, 6.3192, -1.9513)
C (-0.1673, 2.9423, -3.3883)
S (-0.6989, 3.6474, -5.0399)
H (0.8475, -1.1569, -1.4587)
H (1.6259, 0.6584, -2.7204)
H (0.1823, -0.0527, -4.3948)
H (-8.6614, 1.8881, -1.5600)
H (-0.4085, 1.2385, -0.3921)
H (-1.9387, 2.2496, -0.5045)
H (-0.0240, 3.8581, -0.0122)
H (0.9082, 2.4989, -3.6565)
H (-1.5102, 4.7713, -4.6839)
C (3.9255, 3.0097, 0.2970)
C (4.8069, 1.7741, 0.1359)
O (4.2171, 0.7830, 0.9742)
S (2.6029, 1.0142, 1.0128)
O (1.9955, 0.1164, 0.0557)
O (2.1855, 1.0926, 2.3934)
O (2.5894, 2.5167, 0.3802)
H (4.1526, 3.5370, 1.2292)
H (4.0253, 3.7006, -0.5444)
H (5.8428, 1.9602, 0.4290)
H (4.7814, 1.4035, -0.8944)
C (4.2181, -4.1579, 1.7538)
C (5.0187, -2.8590, 1.7154)
O (5.6479, -2.8461, 0.4361)
S (4.6802, -3.6013, -0.6380)
O (3.9230, -2.5949, -1.3486)
O (5.4501, -4.6248, -1.3060)
O (3.6880, -4.3179, 0.4390)
H (4.8662, -5.0143, 1.9663)
H (3.4098, -4.1231, 2.4892)
H (5.7642, -2.8056, 2.5123)
H (4.3586, -1.9873, 1.7759)
C (3.0275, -6.6649, -3.5908)
C (2.0082, -6.4548, -2.4742)
O (1.0238, -5.5839, -3.0267)
S (0.8936, -5.8779, -4.6257)
O (-0.2292, -6.7657, -4.8313)
O (1.0494, -4.6288, -5.3342)
O (2.2644, -6.7444, -4.7935)
H (3.7044, -5.8084, -3.6728)
H (3.6124, -7.5777, -3.4493)
H (2.4550, -6.0138, -1.5800)
H (1.5154, -7.3959, -2.2083)
C (-0.1558, 1.1000, 6.4063)
C (0.7610, 1.7572, 5.3780)
O (1.3522, 2.8624, 6.0575)
S (1.5220, 2.4851, 7.6352)
O (2.8789, 2.0322, 7.8473)
O (0.9083, 3.5286, 8.4232)
O (0.5431, 1.1815, 7.6473)
H (-1.0951, 1.6533, 6.5074)
H (-0.3733, 0.0576, 6.1589)
H (0.2185, 2.0947, 4.4917)
H (1.5648, 1.0776, 5.0755)
C (-4.0736, -0.1178, 2.1501)
C (-4.4282, -0.3592, 3.6149)
O (-3.1807, -0.5780, 4.2697)
S (-2.0289, 0.3032, 3.5233)
O (-1.8467, 1.5301, 4.2668)
O (-0.9366, -0.5749, 3.1738)
O (-2.8705, 0.6487, 2.1705)
H (-3.8678, -1.0609, 1.6338)
H (-4.8612, 0.4229, 1.6184)
H (-5.0891, -1.2191, 3.7472)
H (-4.8919, 0.5277, 4.0595)

Values from the calculation:
- E: -6115.44085 hartree
- Gap between HOMO and LUMO: 0.220 Ha
- Net charge: +1